ORCA calculation (ωB97M-V/def2-TZVPD) on one molecule with the formula C3H4IN3O at a distorted geometry.

The geometry in ORCA input format:
```
! wB97M-V def2-TZVPD RIJCOSX def2/J DEFGRID3
* xyz 0 1
N 1.751 -1.416 1.030
C 0.637 -0.614 0.769
N -0.508 -0.523 1.516
O -1.392 0.183 0.804
C -0.958 0.681 -0.297
N -1.653 1.312 -1.266
C 0.540 0.091 -0.446
I 1.788 0.178 -2.089
H 2.311 -1.606 0.206
H 1.614 -2.176 1.641
H -1.257 1.324 -2.181
H -1.967 2.170 -0.862
*
```

HOMO (eV): -8.1
Gap between HOMO and LUMO (eV): 8.5
SMILES: Nc1noc(N)c1I